This record from the Open Molecules 2025 dataset describes 4 unconnected molecules or ions with the total composition C13H23NO7. The level of theory is the ωB97M-V functional and the def2-TZVPD basis.

Element x y z (Å)
C: -2.54386 1.59960 1.94997
C: 2.39275 -2.54650 -2.99939
H: -3.07333 2.07273 1.12006
O: -1.31853 1.00846 1.51607
O: 1.47100 -1.80890 -3.67163
O: 2.16225 1.52841 -0.50510
H: 1.55950 -3.06201 -0.71740
C: 0.61883 -4.76230 2.10315
C: -0.41961 -0.85502 -0.91142
O: -2.47976 -0.49495 -1.98812
H: -4.60779 4.52003 3.11274
C: 3.02690 -1.88703 -1.79394
C: -0.97449 1.29464 -2.12568
H: -0.77142 1.72220 1.17376
H: 3.02366 -0.79680 -1.88610
N: 0.65106 3.07780 -2.10682
O: 1.93459 -4.98578 1.61714
H: 0.43501 -3.69142 2.04026
H: -4.59175 5.80272 1.89298
H: -2.25635 5.55062 1.93799
C: 0.20746 1.80487 -1.76723
H: -0.13281 -5.27862 1.50018
H: -3.91226 6.09797 3.51232
H: -0.72659 -1.86235 -0.65359
H: 0.51012 -5.06811 3.14690
O: 2.62986 -3.66122 -3.35247
H: 2.11664 -5.92865 1.65883
H: 1.56897 3.23627 -1.70214
H: 2.51169 -0.52436 0.68036
C: -4.03314 5.35582 2.71922
C: 2.34377 -2.33811 -0.48011
C: -1.38563 -0.05387 -1.70298
C: 0.75430 -0.37461 -0.50700
H: 1.19952 -1.58445 1.17679
H: 4.07187 -2.19597 -1.80168
H: 3.04995 -2.87723 0.14830
C: 1.72536 -1.18255 0.30800
H: -1.67868 1.86216 -2.72099
H: 1.42142 -0.92127 -3.29905
O: -2.78450 4.82921 2.29090
H: -2.37613 2.34355 2.72963
H: 0.70530 3.23018 -3.10518
H: -3.15631 0.79176 2.34466
C: 1.13116 1.01310 -0.88219

Output
Frontier orbital gap = 8.14 eV
LUMO = -1.411 eV
ΔE to the lowest compared entry with this formula, charge and spin = 1.078 eV
SMILES string = NC1=CC(=O)C=C(CCCC(=O)O)C1=O.CO.CO.CO

This record from the Open Molecules 2025 dataset describes a molecular structure, C13H24AsAuN7S3. The level of theory is the ωB97M-V functional and the def2-TZVPD basis.

Element x y z (Å)
H: 0.79915 1.44079 -1.41418
H: -0.54779 3.73966 4.03608
C: -2.18022 -5.29834 2.37156
C: -2.83558 3.40887 1.72208
H: 0.94826 3.79467 3.07696
C: 2.63867 0.22972 -2.77840
C: 1.70104 -1.48577 -0.02776
N: 3.01101 -1.53898 -0.62785
H: -3.28990 2.98769 2.61623
C: 1.43729 0.78310 -0.81910
C: -0.11690 4.01459 3.07582
C: 2.88584 -2.01089 -2.01009
H: 3.87495 -2.06675 -2.46313
H: 4.58408 -0.22972 -1.07249
H: 0.28826 -2.04954 -2.19590
S: -1.83157 -2.18819 2.07558
H: 1.49309 1.14778 0.20735
H: -0.28206 5.07301 2.88055
C: -2.08702 -4.75046 1.05742
H: 3.62841 0.18955 -3.23162
H: -0.61126 4.62588 -0.13477
H: 1.76656 -1.12130 0.99927
S: -1.80690 -2.62173 -0.65086
N: -3.50333 0.22486 -0.06522
C: -1.94354 -3.41962 0.88043
H: 0.78139 3.52109 -0.02568
C: 3.58754 -0.19347 -0.63398
N: 2.75561 0.73690 -1.40624
C: -0.30378 3.58939 -0.00108
Au: -1.15171 -0.64816 0.41025
H: -3.30868 3.00780 0.82868
H: 2.44447 -3.00838 -2.01127
N: -2.16046 -6.25732 -1.03139
C: -2.14936 -5.59358 -0.09275
H: 1.24228 -2.47591 -0.02825
N: 2.04316 -1.10653 -2.79813
H: 0.08559 -0.37680 -2.76826
S: -0.55300 0.93401 2.18149
C: 0.72912 -1.05420 -2.20267
As: -0.95923 2.97555 1.70035
H: 3.67033 0.16612 0.39317
N: 0.78695 -0.56068 -0.78615
H: -0.73687 2.97588 -0.78881
H: -4.01426 -0.63915 0.08845
N: -2.27255 -5.72713 3.43388
H: -3.81833 0.87829 0.64136
H: -2.95004 4.49232 1.72574
H: -3.78431 0.57480 -0.97512
H: 2.01559 0.91029 -3.36156

Output
Frontier orbital gap = 6.25 eV
LUMO = -5.113 eV
Net charge = +1
ΔE to the lowest compared entry with this formula, charge and spin = 0.282 eV

This record from the Open Molecules 2025 dataset describes 2 unconnected molecules or ions with the total composition C13H24BN2O4P at a distorted geometry. The level of theory is the ωB97M-V functional and the def2-TZVPD basis.

Element x y z (Å)
H: 1.70450 -6.83032 -1.44945
C: -1.95431 4.47460 1.03642
H: -1.96992 4.76357 2.09472
H: -2.03635 -0.10431 2.99805
H: -0.50275 4.38676 -0.54914
H: -0.17556 5.58396 0.68078
N: -4.89497 -0.33520 -1.15635
H: -0.59082 -3.70230 -3.37432
N: 2.23564 -5.12437 -2.61348
H: -0.13592 1.42072 3.25580
C: 2.79459 2.30583 0.88098
H: 0.00620 -1.52743 -1.40739
H: 2.96264 2.98748 1.72131
H: 4.13393 1.07546 -0.31593
O: -0.27338 1.82803 -0.32930
C: 4.02526 1.41434 0.71948
H: -0.44438 -2.56210 -0.01729
C: -0.51516 4.55387 0.53123
H: 2.58989 2.88234 -0.02364
P: 0.22787 2.12904 1.01971
H: 4.94894 1.93226 0.99071
C: 0.08952 -5.50290 -2.22842
H: -2.61666 5.17038 0.51359
H: 0.35857 -1.00957 0.25523
C: -3.82629 -0.72057 -1.34325
C: -2.32457 0.03822 0.86988
O: 0.42244 3.72765 1.23508
C: 0.21113 -4.32519 -3.01350
H: -3.33887 -0.21992 1.20489
C: 1.54640 -4.11671 -3.23219
H: -2.42592 1.04949 0.45346
O: 1.68129 1.43733 1.21283
H: -0.60275 -0.61406 2.14459
B: -1.81789 -0.92851 -0.26376
O: -2.69061 -1.35905 -1.31279
C: -1.41332 0.11935 2.12509
H: -2.39888 3.48313 0.92075
C: -0.36472 -1.52313 -0.38047
H: 2.06394 -3.34216 -3.77236
H: 3.23330 -5.22660 -2.61250
C: -0.79920 1.51804 2.38390
H: 3.93686 0.51389 1.33307
H: -1.59221 2.20342 2.68522
C: 1.35540 -5.97126 -1.99683
H: -0.82292 -5.95350 -1.87442

Output
Frontier orbital gap = 8.96 eV
LUMO = 0.655 eV
SMILES string = CCOP(=O)(CCCB(C)OC#N)OCC.c1cc[nH]c1

This record from the Open Molecules 2025 dataset describes a molecular structure, C13H24BiN4O5S2 at a distorted geometry. The level of theory is the ωB97M-V functional and the def2-TZVPD basis.

Element x y z (Å)
H: -3.29682 1.33848 -4.27078
H: -2.31545 2.33057 -3.17305
H: 3.86069 2.05485 1.87247
H: 0.27710 -2.68902 -3.21810
O: -0.18648 -3.06317 -3.97574
H: -0.04889 -3.25273 2.28514
H: 4.24952 -2.09216 0.26579
N: 1.58884 1.05309 0.89777
H: 1.92918 4.16603 0.25969
C: 2.85955 0.63427 0.62975
S: -5.07166 0.69446 -2.29254
H: -0.66887 2.46584 -1.42543
H: 0.15257 1.89014 1.78568
N: -2.83731 0.19760 -1.17202
H: 4.87452 1.39194 0.57555
C: -4.13783 -1.80226 1.80991
H: 1.02907 1.85318 -1.90822
N: -1.97925 -1.17743 1.11187
C: 2.91438 -0.47722 -0.22639
O: -0.92605 1.80581 1.40696
C: 4.09488 -1.31570 -0.49775
C: 4.08187 1.15077 1.30375
Bi: -0.24252 0.29034 -0.26058
O: 1.87952 5.15905 0.53691
H: 4.51253 0.42159 2.00831
H: -5.94864 -0.51655 -0.25768
H: -0.49510 1.28368 -2.79560
H: 2.28466 -2.61167 -1.13522
H: -5.23200 -1.84857 1.74601
N: 1.71125 -0.85993 -0.70312
O: 1.62200 -2.03809 -1.57188
C: -3.35296 -1.10116 0.90345
H: -1.49322 1.57777 2.20459
C: -5.05261 -0.16784 -0.75142
C: -3.35790 0.73224 -2.24699
C: -2.63101 1.30254 -3.40860
H: -1.79098 0.64089 -3.67953
H: 0.39044 -1.51407 2.20302
H: -0.83596 -3.62597 -3.57628
O: 1.45927 1.85484 1.95766
H: 4.98150 -0.68997 -0.45718
H: 1.04356 5.40801 0.14649
C: -0.07751 1.63129 -1.85278
S: -3.18998 -2.59624 2.98678
C: -3.77045 -0.36346 -0.27211
H: 4.08572 -1.79364 -1.48256
C: -0.32396 -2.24174 2.62419
C: -1.70194 -1.91733 2.16062
H: -0.28132 -2.19911 3.71975

Output
Frontier orbital gap = 7.06 eV
LUMO = -4.176 eV
Net charge = +1

This record from the Open Molecules 2025 dataset describes a molecular structure, C13H24Cl2MnNO4P2 at a distorted geometry. The level of theory is the ωB97M-V functional and the def2-TZVPD basis.

Element x y z (Å)
H: 1.98842 0.39240 3.35894
Cl: 4.18026 -1.79003 1.53406
C: -1.34045 -0.51215 2.57292
H: -2.25928 -1.67457 -0.68214
P: 0.32663 -0.95594 2.24152
C: 1.51543 1.89901 -2.90882
H: -3.62497 0.69347 2.95082
H: -1.47919 3.02838 -2.00943
H: 1.71708 -2.89807 2.57051
H: -0.03248 3.22385 -0.98916
C: -0.82493 2.51788 -1.28656
C: 2.99593 -0.83427 -0.44786
O: -1.53350 -1.88227 -0.07233
C: -1.61177 2.05288 -0.06634
H: -1.11505 1.54378 -4.28300
H: 0.03004 -3.37267 2.26006
H: 2.14360 2.33126 -2.10724
H: -1.97211 -2.19394 0.73187
C: -3.39596 2.36100 1.53066
C: -3.09325 1.12348 2.09437
P: 0.01315 1.14239 -2.18012
H: 1.42826 -1.15552 -1.04890
C: -2.64900 2.83710 0.44028
H: 0.33006 1.17043 3.30865
H: 1.23560 2.68555 -3.63722
C: 0.90902 0.24525 3.48236
H: 4.98844 -0.46212 -0.24509
O: 2.21882 -1.78866 -0.94168
H: 0.61607 -0.18791 4.45690
H: -2.86877 3.80151 -0.03094
H: -2.11022 0.58999 -3.14192
C: -1.89977 0.47489 1.73783
O: -0.12270 -2.74120 -2.93128
Mn: 0.02121 -0.34723 -0.30488
H: 0.69844 -3.28940 -2.80950
H: -0.76918 -0.20030 -4.00198
C: 0.66872 -2.65474 2.79091
Cl: 4.76394 -2.60747 -1.26313
H: -4.21169 2.96015 1.96232
O: 2.45557 0.28014 -0.32725
H: 0.49003 -2.71899 3.86964
H: -0.85172 -3.33143 -2.69364
N: -1.26947 0.91236 0.56365
C: 4.34659 -1.31696 -0.13483
C: -1.10223 0.73706 -3.54248
H: 2.08992 1.10683 -3.42433
H: -2.03357 -1.19514 3.05379

Output
Frontier orbital gap (alpha / beta) = 4.87 / 5.13 eV
⟨S²⟩ = 6.21
LUMO (alpha / beta) = -8.909 / -8.125 eV
Net charge = +2
ΔE to the lowest compared entry with this formula, charge and spin = 3.757 eV
Multiplicity = 5

Q: Number 2 is which compound?
A: C13H24AsAuN7S3